{
  "formula": "C21H32O7",
  "method": "the ωB97M-V functional and the def2-TZVPD basis",
  "lumo_energy_ev": -2.31,
  "relative_energy_kcal_mol": 315.9,
  "homo_energy_ha": -0.3582,
  "gap_ha": 0.27343,
  "smiles": "O=C1C=CC(=O)C=C1.O=C1C=CC(=O)C=C1.CC(C)O.CC(C)O.CC(C)O",
  "e_tot_ev": -36614.667,
  "symbols": ["O", "C", "C", "C", "C", "O", "C", "C", "H", "H", "H", "H", "O", "C", "C", "C", "C", "O", "C", "C", "H", "H", "H", "H", "C", "C", "C", "O", "H", "H", "H", "H", "H", "H", "H", "H", "C", "C", "C", "O", "H", "H", "H", "H", "H", "H", "H", "H", "C", "C", "C", "O", "H", "H", "H", "H", "H", "H", "H", "H"],
  "xyz": [[4.4315, 2.7256, -3.7345], [3.7045, 2.9856, -2.8305], [3.2825, 4.5086, -2.6075], [2.2145, 4.7686, -1.4995], [1.7785, 3.7166, -0.6635], [0.9325, 3.9736, 0.2335], [2.3515, 2.2996, -0.8705], [3.2385, 1.9236, -1.8625], [3.6725, 5.3036, -3.2155], [2.2675, 5.6146, -1.3755], [1.7945, 1.5216, -0.2425], [3.5905, 0.9806, -1.8325], [0.3135, -4.6224, -0.7855], [0.4555, -5.3774, -1.7125], [1.7775, -5.4084, -2.5025], [1.9525, -6.4124, -3.5885], [0.8045, -7.2094, -4.0435], [1.0455, -8.0744, -4.9965], [-0.5075, -7.2154, -3.2885], [-0.5935, -6.3114, -2.0815], [2.6575, -4.5964, -2.3015], [2.9635, -6.3684, -3.9095], [-1.2185, -8.0604, -3.3975], [-1.6905, -6.2564, -1.8515], [-1.9555, 2.8806, -4.0185], [-2.7585, 2.9606, -2.6355], [-2.2255, 4.0816, -1.8135], [-4.2065, 3.1086, -2.6965], [-2.5635, 3.5936, -4.5365], [-2.2285, 1.9816, -4.5375], [-0.9635, 2.9986, -3.9085], [-2.5685, 2.0596, -2.1905], [-1.1345, 3.9886, -1.6345], [-2.7405, 3.8596, -0.8795], [-2.5545, 5.2076, -1.9255], [-4.5125, 2.3116, -2.2575], [0.6565, -1.7224, 0.7195], [-0.5255, -0.8184, 0.4795], [-0.8125, 0.2066, 1.5155], [-0.2125, -0.0774, -0.7415], [1.0805, -2.1134, -0.1645], [0.5685, -2.4494, 1.4875], [1.5325, -1.3624, 1.0395], [-1.2535, -1.7134, 0.1685], [-1.0905, -0.3514, 2.4925], [-1.7725, 0.7026, 1.3365], [-0.2005, 0.8316, 1.8165], [-0.7595, 0.7536, -0.7955], [0.5615, 0.7876, 6.4985], [-0.8625, 0.4726, 6.8755], [-1.7885, 0.1286, 5.6015], [-0.9165, -0.5184, 7.7485], [0.8705, -0.2094, 6.2665], [0.9575, 1.2186, 7.4925], [0.7945, 1.6096, 5.7455], [-1.0575, 1.3586, 7.5795], [-2.8525, 0.4056, 5.9725], [-1.5715, -0.8634, 5.4115], [-1.3495, 0.6086, 4.7195], [-0.8055, -0.3284, 8.7305]],
  "forces_ev_per_a": [[0.931, -0.446, -1.267], [-0.682, 1.729, 1.222], [-5.089, -2.634, 5.265], [6.633, -14.885, -8.848], [-1.838, -0.942, 2.199], [1.957, -1.214, -1.844], [-0.742, -0.851, -0.699], [-3.075, 5.327, 2.349], [0.220, 0.056, -0.138], [-0.809, 15.705, 3.130], [1.236, 1.104, -0.729], [1.212, -3.021, -0.663], [-0.047, 0.440, 0.500], [1.559, 0.503, -0.720], [1.065, -2.180, -3.348], [-1.560, 5.318, 5.425], [1.385, -4.793, -2.966], [-1.536, 3.639, 3.658], [1.700, 3.066, 4.652], [-2.343, -4.273, -6.488], [-2.439, -2.333, -0.139], [0.314, -0.751, -1.262], [0.370, 1.080, -0.457], [1.518, 0.241, 1.123], [-6.282, -0.486, 0.955], [0.579, 2.025, -2.807], [-0.309, 1.735, 2.024], [1.149, -0.463, -0.605], [0.721, 1.183, -0.997], [0.273, -0.849, -0.090], [3.265, 0.794, 0.254], [0.552, -2.262, 1.728], [-0.618, 0.279, -0.161], [0.439, 0.285, 0.729], [0.723, -2.338, -0.868], [-0.476, 0.076, -0.147], [-0.854, -0.281, -0.245], [0.610, -1.534, -2.394], [-8.548, -7.446, 0.692], [-0.618, 0.813, -0.172], [-0.689, -1.204, -1.416], [-1.147, -1.223, 0.275], [3.250, 3.170, 1.676], [0.118, 2.686, 1.087], [0.423, 0.551, -1.261], [0.136, 0.185, -0.379], [6.678, 5.852, 1.870], [0.687, -1.440, 0.295], [0.735, 1.696, 1.161], [-0.931, 5.099, -1.055], [0.071, 3.136, 3.078], [-0.075, -4.580, 3.878], [1.589, -0.327, -0.438], [0.285, -1.139, -1.557], [-0.686, -1.403, 0.600], [-1.330, -0.065, -2.012], [1.644, -0.792, -1.522], [-0.358, -2.474, -0.021], [-0.822, 0.694, 0.258], [-0.126, 0.162, -2.369]],
  "lowdin_charge": [0.104, -0.380, 0.184, 0.081, -0.379, 0.054, 0.047, 0.038, 0.091, -0.045, 0.122, 0.072, 0.096, -0.445, 0.071, 0.022, -0.345, 0.015, 0.072, 0.045, 0.160, 0.088, 0.116, 0.121, -0.012, -0.464, -0.073, -0.043, 0.073, 0.066, 0.027, 0.086, 0.066, 0.069, 0.129, 0.082, -0.081, -0.430, -0.038, -0.099, 0.062, 0.083, 0.031, 0.176, 0.114, 0.095, -0.013, 0.090, -0.083, -0.605, -0.009, -0.059, 0.067, 0.098, 0.100, 0.142, 0.112, 0.035, 0.051, 0.148]
}